[1]
# C4H11N2S

A structure of composition C4H11N2S at a distorted geometry (wB97M-V/def2-TZVPD, the OMol25 dataset).

Properties
Energy relative to the best compared isomer or geometry (same formula, charge and spin) in kJ/mol: 165.0
Orbital gap in eV: 9.95
Total charge: +1
F_max in eV Å⁻¹: 4.73
HOMO energy in eV: -13.327

```
18
Properties=species:S:1:pos:R:3:forces:R:3
C -1.1962 -0.0991 1.2413 -0.2293 0.2738 0.7560
C -1.1970 1.4091 1.0384 0.1242 0.4601 -0.2137
C 0.4722 0.0669 -0.4555 1.0506 -1.0826 -4.4849
C 1.7644 -0.4676 0.0800 -0.0822 -0.1166 0.1731
N 0.5334 -0.5317 -2.3263 -1.0239 1.0394 4.0049
N -0.7261 -0.6888 -0.0352 -0.1911 -0.3336 -0.2526
S 0.1143 1.7920 -0.2053 -0.2559 -0.3017 0.1119
H -0.4994 -0.3904 2.0312 -0.0502 -0.0282 -0.2183
H -2.1886 -0.4700 1.4990 0.1028 -0.1006 -0.1274
H -2.1476 1.7807 0.6572 0.0315 -0.0763 0.0557
H -0.9504 1.9423 1.9570 -0.1189 -0.1641 -0.0446
H 1.7849 -0.4417 1.1684 0.0288 0.0408 0.1472
H 2.5856 0.1494 -0.2744 -0.0119 0.0807 -0.0067
H 1.9332 -1.4876 -0.2581 -0.0099 -0.1139 -0.0181
H 1.5189 -0.5430 -2.5389 0.4647 0.1034 0.0661
H 0.1410 0.2537 -2.8356 0.0008 0.2446 -0.0347
H -0.5063 -1.6901 0.0308 -0.0573 0.1775 -0.0449
H -1.4362 -0.5842 -0.7738 0.2273 -0.1027 0.1312
```
Forces are in eV/Å.



[2]
# C4H11N2S

A cluster of 2 separate species, C4H11N2S in total at a distorted geometry (wB97M-V/def2-TZVPD, the OMol25 dataset).

Properties
Energy relative to the best compared isomer or geometry (same formula, charge and spin) in kJ/mol: 443.1
Orbital gap (alpha / beta) in eV: 7.45 / 7.45
Total charge: +1
F_max in eV Å⁻¹: 4.52
HOMO energy (alpha / beta) in eV: -12.789 / -12.789

```
18
Properties=species:S:1:pos:R:3:forces:R:3
C -1.2503 -0.9281 -0.8747 0.4620 0.6403 1.5669
C -2.4935 -0.1305 -0.4358 0.2528 -2.0062 0.2720
C -2.6431 1.2394 -0.8089 1.9894 0.3600 2.9681
C 0.4164 -1.0140 1.5595 -0.9319 1.6748 -1.0558
N 2.5973 1.4896 -1.1842 -2.7776 -2.8927 -0.5343
N -2.0492 1.0708 0.3582 -2.8848 -0.6893 -3.4114
S 0.1673 -0.0512 0.0124 -0.6607 -1.1332 -1.1514
H -1.3958 -1.9722 -0.6048 0.3722 0.0332 0.3214
H -1.1611 -0.9195 -1.9327 0.5418 0.2805 -0.9409
H -3.2905 -0.8627 -0.1380 0.1765 1.5931 -0.0027
H 3.4448 1.6202 -0.7546 2.4767 0.2370 1.7643
H -2.5850 2.0449 -1.5109 -0.5584 0.2653 -0.3951
H 0.2841 -2.0180 1.2478 0.4500 -1.1046 0.3134
H 1.4216 -0.6679 1.8135 -0.2605 -0.6033 0.4968
H -0.3815 -0.7019 2.2428 0.5591 -0.2453 0.2838
H 2.3536 0.4088 -1.1066 1.0092 3.1900 -0.7302
H -1.9084 1.3085 1.3069 0.1711 0.7752 0.8997
H 2.8137 1.7650 -2.1269 -0.3868 -0.3750 -0.6646
```
Forces are in eV/Å.



[3]
# C4H11N3

An isolated molecule of C4H11N3 at a distorted geometry (wB97M-V/def2-TZVPD, the OMol25 dataset).

Properties
Energy relative to the best compared isomer or geometry (same formula, charge and spin) in kJ/mol: 302.3
Orbital gap in eV: 9.26
SMILES: [H]/N=C(/N)NCCC
Total charge: 0
F_max in eV Å⁻¹: 5.47
HOMO energy in eV: -8.430

```
18
Properties=species:S:1:pos:R:3:forces:R:3
C -1.5858 1.2928 -1.0523 -0.7958 1.2423 5.2709
C -0.2629 1.5545 -0.1987 0.4182 0.7377 0.3829
C -0.0029 0.6345 1.0420 -0.1141 1.0724 1.0565
N 0.1242 -0.7182 0.5744 -3.7697 0.2892 1.5346
C 0.9947 -1.7526 0.3502 -0.8881 2.7923 -1.5171
N 2.2952 -1.4213 0.0292 0.7036 -0.7954 -1.0973
N 0.3814 -2.7767 0.0061 2.1462 -4.8417 -0.8574
H -1.4372 1.2358 -2.0351 0.9635 -0.5302 -3.9125
H -2.2879 0.4777 -0.7386 0.9736 0.4853 -0.0011
H -2.1432 2.2370 -0.8904 -0.1431 -0.5863 -0.2434
H 0.5731 1.7068 -0.8789 0.3787 -0.9758 -0.1606
H -0.2592 2.5727 0.1993 -0.7371 0.1211 0.1836
H -0.9762 0.7996 1.6253 1.1044 -0.8730 -0.5594
H 0.7650 0.8761 1.8875 -0.7530 0.1590 -2.1401
H -0.8548 -1.1092 0.4472 2.1078 0.7116 0.1544
H 2.3348 -0.4428 -0.2360 0.3217 -0.1926 -0.0787
H 2.6733 -2.0592 -0.7311 -0.6531 1.0448 1.5984
H -0.3314 -3.1075 0.5999 -1.2638 0.1394 0.3865
```
Forces are in eV/Å.



[4]
# C4H11N3

An isolated molecule of C4H11N3 (wB97M-V/def2-TZVPD, the OMol25 dataset).

Properties
Energy relative to the best compared isomer or geometry (same formula, charge and spin) in kJ/mol: 396.6
Orbital gap in eV: 7.40
Total charge: 0
F_max in eV Å⁻¹: 0.30
HOMO energy in eV: -6.577

```
18
Properties=species:S:1:pos:R:3:forces:R:3
C 0.3493 -0.4737 -0.8884 -0.0971 0.0383 -0.0346
C -1.2409 1.1515 1.6927 0.0799 -0.0200 -0.1738
C -0.3217 -1.7133 -0.3086 0.0778 0.0891 -0.0091
N -0.7599 1.1580 0.2917 0.0690 -0.0788 0.0900
C 0.6180 0.6200 0.0278 -0.0213 0.1314 -0.0192
N 1.5070 -0.8415 -1.6746 0.0267 0.0065 0.0591
N 1.6204 1.3166 0.3899 -0.2452 -0.1731 -0.0343
H -0.7978 2.1029 -0.0837 0.0442 -0.0598 0.0253
H -0.9899 0.4390 -0.6901 0.1582 -0.0284 0.1360
H 1.3772 -1.7255 -2.1483 -0.0279 0.0501 0.0320
H 1.7228 -0.1392 -2.3724 -0.0333 -0.0508 0.0336
H 2.4761 0.8143 0.1479 -0.0687 0.0082 -0.0180
H -0.5988 1.7799 2.3111 -0.0265 -0.0277 -0.0526
H -1.2105 0.1312 2.0681 0.0025 0.0229 -0.0126
H -2.2666 1.5174 1.7271 0.0586 -0.0143 -0.0096
H -1.1519 -1.4755 0.3591 0.0082 0.0317 -0.0080
H -0.7265 -2.3371 -1.1106 0.0235 0.0402 0.0273
H 0.3936 -2.3249 0.2613 -0.0286 0.0344 -0.0314
```
Forces are in eV/Å.



[5]
# C4H11N3

A cluster of 2 separate species, C4H11N3 in total at a distorted geometry (wB97M-V/def2-TZVPD, the OMol25 dataset).

Properties
Energy relative to the best compared isomer or geometry (same formula, charge and spin) in kJ/mol: 377.6
Orbital gap in eV: 8.76
SMILES: C/C=C\N.C=NN
Total charge: 0
F_max in eV Å⁻¹: 3.30
HOMO energy in eV: -7.844

```
18
Properties=species:S:1:pos:R:3:forces:R:3
C 0.9827 0.2711 2.3288 0.0532 0.5462 -0.2405
N 2.1445 0.1781 -0.4377 0.1506 0.3008 0.1931
C 0.7628 0.0141 -0.2047 1.4800 -2.3040 1.8429
C 0.2325 0.0531 1.0538 -0.2135 0.7062 -1.2380
H 2.6983 0.4040 0.3757 -0.0836 0.1537 0.0782
H 2.5905 -0.5793 -0.9345 -0.1499 0.0500 -0.1784
H 0.4150 -0.6994 -0.9564 -1.0154 1.1006 -0.1578
H -0.8419 0.0856 1.1456 -0.1204 -0.5169 -0.1203
H 1.8939 -0.3288 2.3544 0.0561 -0.0630 0.1361
H 1.2702 1.3185 2.4620 0.1007 0.0156 0.0764
H 0.3399 0.0216 3.1740 0.1688 -0.1208 -0.0360
N -1.9905 -1.2187 -1.8134 0.1786 -0.5310 -0.8421
C -1.6764 0.9269 -1.1495 -2.9108 -0.7733 -1.1777
N -2.3578 -0.1831 -1.0443 1.7070 1.7501 0.8737
H -1.1134 -1.1263 -2.3278 -0.2320 -0.0464 0.1615
H -2.1055 -2.1062 -1.3467 -0.0469 0.1121 -0.0959
H -2.1243 1.7612 -0.6317 0.2498 0.0996 0.4338
H -1.1207 1.2076 -2.0478 0.6277 -0.4793 0.2908
```
Forces are in eV/Å.



[6]
# C4H11N3

An isolated molecule of C4H11N3 at a distorted geometry (wB97M-V/def2-TZVPD, the OMol25 dataset).

Properties
Energy relative to the best compared isomer or geometry (same formula, charge and spin) in kJ/mol: 282.8
Orbital gap in eV: 9.10
SMILES: N/C=N\CCCN
Total charge: 0
F_max in eV Å⁻¹: 2.78
HOMO energy in eV: -8.145

```
18
Properties=species:S:1:pos:R:3:forces:R:3
C 1.2044 -0.9907 -1.1037 0.6655 1.1727 0.8364
C -0.1545 -0.2647 -1.3877 -1.1100 -2.2181 0.5709
C -0.4831 0.7703 -0.2683 -0.2503 -1.9527 -0.1363
N -2.2436 0.5169 2.2569 0.3791 0.0293 -0.7938
C -0.8443 0.4851 2.1308 -0.3652 -1.2378 -2.4581
N -0.1580 0.1824 1.0750 -0.6925 2.3560 0.6651
N 2.3997 -0.1396 -1.4398 -0.7036 -0.6443 -1.3184
H 1.2503 -2.0510 -1.3888 -0.0614 0.4298 -0.6577
H 1.2986 -1.0370 0.0063 -0.5048 -0.1385 -0.7902
H -0.3185 0.0521 -2.4227 0.6689 0.6460 0.2173
H -0.9769 -1.0935 -1.3665 1.2078 1.1910 0.4917
H -1.4863 1.1898 -0.4132 -0.1921 -0.3600 0.2112
H 0.1703 1.6156 -0.2458 0.6218 0.5370 -0.6117
H -2.7081 0.1911 1.3813 0.4221 0.2385 1.3802
H -2.6053 0.1182 3.1296 0.1746 0.4143 -0.7109
H -0.2350 0.8026 2.9402 -0.0174 -0.5372 1.6060
H 2.9831 -0.3283 -2.2951 -1.0525 -0.0152 1.6518
H 2.9073 -0.0194 -0.5886 0.8102 0.0892 -0.1536
```
Forces are in eV/Å.



E, respectively: -18133.8088; -18130.9268; -8794.4859; -8793.5084; -8793.7050; -8794.6880 eV.